No. 1
The molecule C3H4F2S, computed with ωB97M-V with the def2-TZVPD basis set.

ΔE to the lowest compared entry with this formula, charge and spin (kJ/mol): 38.1
HOMO energy (eV): -9.316
HOMO-LUMO gap (eV): 10.079

Last column: natural (NBO) charge in e.
Geometry (Å):
F (0.25158, 2.88430, -0.64369)  -0.312
C (0.41996, 1.54425, -0.62660)  0.756
F (1.21595, 1.18368, -1.61450)  -0.303
C (-0.16014, 0.70533, 0.23058)  -0.395
C (0.12582, -0.78223, 0.30979)  -0.526
S (-1.41126, -1.70164, -0.18786)  -0.044
H (-0.78801, 1.18011, 1.04364)  0.243
H (1.04515, -1.12028, -0.22863)  0.233
H (0.28175, -1.01282, 1.37147)  0.225
H (-0.98079, -2.88071, 0.34580)  0.124

Forces on the atoms, in the same order (eV/Å):
0.12 -1.29 0.06
-0.63 0.23 0.33
0.02 0.12 0.07
0.15 0.88 0.71
-0.02 0.19 0.22
0.94 -0.34 0.29
0.74 -0.70 -1.23
-0.98 0.46 0.10
0.00 0.02 -0.28
-0.34 0.44 -0.28



No. 2
The molecule C3H4F3NO, computed with ωB97M-V with the def2-TZVPD basis set.

ΔE to the lowest compared entry with this formula, charge and spin (kJ/mol): 55.3
HOMO energy (eV): -9.750
HOMO-LUMO gap (eV): 10.459

Last column: natural (NBO) charge in e.
Geometry (Å):
N (2.11613, 0.41760, 0.36530)  -0.837
C (0.70594, -0.02978, 0.49800)  -0.373
C (-0.18045, 0.21598, -0.70251)  0.549
O (0.08345, 0.58383, -1.76803)  -0.472
C (-1.82888, -0.37678, -0.28343)  0.875
F (-1.60060, -1.14065, 0.82180)  -0.348
F (-2.56190, 0.64247, 0.10135)  -0.309
F (-2.42880, -1.17896, -1.22951)  -0.324
H (2.42416, 0.16121, -0.58274)  0.366
H (2.32766, 1.43865, 0.51253)  0.376
H (0.65750, -1.13331, 0.84563)  0.254
H (0.28579, 0.39974, 1.42161)  0.243

Forces on the atoms, in the same order (eV/Å):
-0.32 0.25 -0.68
1.38 -0.27 1.56
-3.14 -2.61 2.80
0.66 1.01 -2.04
3.34 -0.59 -0.65
-0.81 -0.09 -0.46
-0.93 0.12 -0.42
0.54 1.56 1.31
0.06 0.36 0.67
-0.90 -1.56 -0.30
0.25 1.50 -1.25
-0.14 0.34 -0.53



No. 3
A 2-piece molecular cluster, C3H4F3NS overall, computed with ωB97M-V with the def2-TZVPD basis set.

ΔE to the lowest compared entry with this formula, charge and spin (kJ/mol): 243.6
HOMO energy (alpha / beta) (eV): -8.753 / -8.752
HOMO-LUMO gap (alpha / beta) (eV): 7.433 / 7.434

Last column: natural (NBO) charge in e.
Geometry (Å):
C (-0.45249, -0.41130, -0.01968)  -0.310
C (-1.03630, 0.47377, 0.70219)  -0.304
C (-2.05766, 1.45260, 0.17492)  0.959
F (-1.83416, 2.73130, 0.53855)  -0.327
F (-3.25267, 1.17522, 0.56289)  -0.299
F (-2.07367, 1.43469, -1.19965)  -0.342
H (0.15641, -1.17010, 0.28723)  0.199
H (-0.42754, -0.40467, -1.12936)  0.209
H (-0.82971, 0.49438, 1.70798)  0.214
N (3.21567, 0.77459, 0.75282)  -0.750
S (3.29792, 1.50106, -0.60348)  0.407
H (2.39739, 1.05151, 1.34550)  0.344

Forces on the atoms, in the same order (eV/Å):
0.33 0.01 -4.18
-1.42 1.53 -0.51
2.03 0.50 -1.69
0.44 -0.04 0.08
-2.14 -0.79 0.87
0.11 0.08 0.67
1.60 -1.64 1.63
-0.82 0.18 0.71
-0.10 0.17 2.44
-0.42 -0.20 0.84
-0.16 0.21 -0.16
0.55 -0.01 -0.69



No. 4
An isolated ion of composition C3H4F3O3S and charge -1, computed with ωB97M-V with the def2-TZVPD basis set.

ΔE to the lowest compared entry with this formula, charge and spin (kJ/mol): 279.9
HOMO energy (eV): -2.432
Charge: -1
HOMO-LUMO gap (eV): 5.613

Last column: natural (NBO) charge in e.
Geometry (Å):
C (0.00119, -1.03339, 0.81887)  0.168
C (-0.37271, 1.62503, -1.01786)  -0.169
C (2.29633, -0.95584, 0.30286)  0.372
O (-0.52691, 0.23757, 1.07833)  -0.763
O (-2.60090, 0.71845, -0.34954)  -0.980
O (1.02785, -1.10796, -0.13578)  -0.582
F (-0.59344, 2.90181, -1.47493)  -0.368
F (2.35843, -1.89454, 1.44596)  -0.497
F (2.61495, 0.21016, 1.00562)  -0.445
S (-1.50256, 1.30118, 0.42762)  1.515
H (0.53488, -1.41846, 1.76969)  0.210
H (-0.81536, -1.62284, 0.59325)  0.152
H (0.65373, 1.62045, -0.57222)  0.192
H (-0.42408, 0.85167, -1.73939)  0.195

Forces on the atoms, in the same order (eV/Å):
2.73 -0.91 1.90
2.26 1.27 3.00
4.12 -2.08 -0.93
-0.01 1.48 1.83
-1.10 -0.38 0.68
-2.86 1.42 -0.28
-0.49 0.11 -0.67
0.10 -0.07 0.13
-1.52 0.98 0.39
1.01 -0.56 -2.61
-1.51 0.99 -1.09
-1.45 -1.60 -1.01
-0.62 -0.06 -0.47
-0.66 -0.59 -0.87



No. 5
C3H4F4O2 as an isolated structure, computed with ωB97M-V with the def2-TZVPD basis set.

2S+1: 3
⟨S²⟩: 2.00
HOMO energy (alpha / beta) (eV): -4.231 / -12.418
HOMO-LUMO gap (alpha / beta) (eV): 4.966 / 9.520

Last column: Mulliken spin population.
Geometry (Å):
C (-1.56244, 0.53820, 1.38143)  0.142
C (-0.65314, -0.73428, 1.45832)  0.703
C (0.47141, -0.86691, -0.08977)  0.764
O (-0.39437, -1.15983, -1.11443)  -0.036
O (1.28736, 0.15355, -0.07411)  0.162
F (-0.72356, 1.61260, 1.37223)  0.001
F (-1.41546, -1.83291, 1.42064)  0.069
F (0.10816, -0.72710, 2.52933)  0.061
F (1.23381, -2.05445, 0.06450)  0.038
H (-2.18237, 0.64754, 2.25018)  0.029
H (-2.20694, 0.73680, 0.47611)  -0.001
H (0.08746, -1.48546, -1.89571)  0.069
H (1.81040, 0.27313, 0.62887)  -0.001

Forces on the atoms, in the same order (eV/Å):
0.15 -0.15 -1.51
-7.11 2.63 5.62
4.25 -4.99 -6.78
0.67 2.01 1.06
-3.65 0.85 -5.42
0.99 1.03 0.34
0.90 -0.12 -0.39
0.61 -0.33 0.58
-0.09 0.51 0.51
-0.46 -0.26 0.88
0.63 -1.39 0.71
0.20 -0.08 -0.18
2.91 0.28 4.58



No. 6
C3H4FGaO2 as an isolated structure, computed with ωB97M-V with the def2-TZVPD basis set.

2S+1: 2
⟨S²⟩: 0.77
HOMO energy (alpha / beta) (eV): -23.817 / -27.381
Charge: +3
HOMO-LUMO gap (alpha / beta) (eV): 6.831 / 10.592

Last column: Mulliken spin population.
Geometry (Å):
O (0.81258, -0.82672, 1.53476)  -0.100
Ga (-0.51390, 0.12604, -0.87298)  0.099
C (0.80583, 0.07155, 0.62117)  0.513
C (-0.25583, -1.49721, 2.01278)  0.333
H (-1.24701, -1.23486, 1.65208)  0.029
H (0.00170, -2.25508, 2.74495)  0.029
F (1.70468, 0.99332, 0.81401)  0.088
C (-2.96261, -0.04262, -2.18525)  0.005
O (-1.80197, 0.30922, -2.04714)  0.003
H (-3.53231, -0.47034, -1.34395)  0.000
H (-3.47424, 0.14150, -3.14276)  0.001

Forces on the atoms, in the same order (eV/Å):
-2.51 -2.25 2.10
1.27 0.72 1.01
1.64 2.07 -0.76
2.35 1.00 -0.54
-0.11 -0.06 0.11
-0.02 -0.25 0.14
-1.55 -1.12 -0.95
-3.67 -0.55 -0.15
2.32 0.52 -0.57
0.03 -0.12 -0.31
0.23 0.04 -0.09



No. 7
C3H4FGaO3 as an isolated structure, computed with ωB97M-V with the def2-TZVPD basis set.

ΔE to the lowest compared entry with this formula, charge and spin (kJ/mol): 50.4
HOMO energy (eV): -6.851
HOMO-LUMO gap (eV): 3.757

Last column: natural (NBO) charge in e.
Geometry (Å):
C (1.02244, -0.20020, 0.81243)  -0.599
C (1.27304, -0.02562, -0.49661)  0.347
H (0.91541, 0.69535, 1.42725)  0.235
H (0.63787, -1.15431, 1.17792)  0.235
F (1.36485, -1.10621, -1.31307)  -0.337
H (1.80285, 0.83252, -0.92169)  0.171
Ga (4.52091, -0.33988, 0.96233)  0.877
O (-2.57138, 0.84178, 0.43622)  -0.759
C (-2.04603, 0.21247, -0.67157)  0.943
O (-2.56488, -0.86115, -1.01669)  -0.778
O (-1.03389, 0.78584, -1.13905)  -0.810
H (-3.32118, 0.31941, 0.74253)  0.473

Forces on the atoms, in the same order (eV/Å):
0.20 0.17 0.12
1.44 -1.07 -0.01
0.07 -0.33 -0.17
0.03 0.35 -0.15
-0.30 0.86 0.45
-1.07 0.03 -0.14
-0.93 -0.01 -0.14
-0.32 0.65 0.75
0.75 -1.05 -0.49
-0.18 0.25 0.14
0.27 0.30 -0.10
0.05 -0.15 -0.27



No. 8
C3H4FI as an isolated structure, computed with ωB97M-V with the def2-TZVPD basis set.

ΔE to the lowest compared entry with this formula, charge and spin (kJ/mol): 168.5
HOMO energy (eV): -9.912
HOMO-LUMO gap (eV): 10.090

Last column: natural (NBO) charge in e.
Geometry (Å):
C (0.41917, -0.73793, 0.34002)  -0.451
C (0.60629, 0.53079, -0.43533)  -0.470
C (-0.67938, 0.26961, 0.08822)  0.182
F (-1.56123, -0.35594, -1.28949)  -0.479
I (-1.88751, 1.07790, 1.53114)  0.264
H (0.39225, -1.77267, -0.12975)  0.259
H (0.76764, -0.66770, 1.32910)  0.217
H (1.09042, 1.26491, 0.01198)  0.220
H (0.85235, 0.39102, -1.44591)  0.259

Forces on the atoms, in the same order (eV/Å):
-1.23 -0.88 -0.71
-0.11 -2.02 -1.49
-2.81 -3.63 -3.09
1.63 1.50 3.38
-0.02 0.18 -0.34
-0.05 1.81 0.47
0.43 -0.38 1.18
2.49 3.25 1.95
-0.33 0.17 -1.34



No. 9
C3H4FIO2 as an isolated structure, computed with ωB97M-V with the def2-TZVPD basis set.

2S+1: 3
ΔE to the lowest compared entry with this formula, charge and spin (kJ/mol): 109.9
⟨S²⟩: 2.01
HOMO energy (alpha / beta) (eV): -5.035 / -9.645
HOMO-LUMO gap (alpha / beta) (eV): 5.670 / 6.555

Last column: Mulliken spin population.
Geometry (Å):
C (-0.04986, -0.44010, -0.32248)  0.237
C (-0.01824, 1.77063, -0.86854)  0.025
C (-0.18292, -1.57070, 1.35686)  0.453
O (-0.08169, -1.02284, -1.34412)  0.052
O (-0.12804, 0.75403, 0.07862)  -0.030
F (-0.29071, -0.77310, 2.42984)  0.029
I (1.71285, -2.51815, 1.17663)  1.247
H (0.52124, 1.29712, -1.77346)  0.004
H (0.52328, 2.71768, -0.59027)  0.002
H (-0.95618, 2.04641, -1.26639)  -0.001
H (-1.04974, -2.26097, 1.12331)  -0.017

Forces on the atoms, in the same order (eV/Å):
-1.00 -3.89 2.34
2.34 0.72 -3.58
-2.49 1.65 -1.67
0.27 0.55 -0.72
0.29 1.54 1.89
-0.66 0.02 -0.12
3.34 -1.54 -0.33
-0.55 1.04 1.27
-0.43 -1.45 0.55
-1.34 0.25 -0.04
0.24 1.11 0.41



No. 10
The molecule C3H4FN, computed with ωB97M-V with the def2-TZVPD basis set.

ΔE to the lowest compared entry with this formula, charge and spin (kJ/mol): 68.7
HOMO energy (eV): -12.417
HOMO-LUMO gap (eV): 13.179

Last column: natural (NBO) charge in e.
Geometry (Å):
C (-0.67737, -0.50150, -0.58242)  -0.673
C (-0.18119, 0.39824, 0.45909)  0.207
F (-0.13756, -0.24260, 1.77471)  -0.370
C (1.44361, 0.56277, 0.19712)  0.217
N (2.55198, 0.66110, 0.05283)  -0.330
H (-0.32039, -1.56701, -0.36688)  0.258
H (-0.43924, -0.18072, -1.58077)  0.249
H (-1.74201, -0.44908, -0.67762)  0.231
H (-0.49782, 1.31881, 0.72394)  0.210

Forces on the atoms, in the same order (eV/Å):
-0.79 -1.58 -0.25
6.38 -3.11 1.85
-0.62 0.35 -1.73
-6.30 -0.25 0.90
3.45 0.29 -0.53
-0.51 1.61 -0.46
1.01 0.12 -0.31
-0.94 -0.43 0.65
-1.68 3.01 -0.12



No. 11
The molecule C3H4FN3S, computed with ωB97M-V with the def2-TZVPD basis set.

ΔE to the lowest compared entry with this formula, charge and spin (kJ/mol): 338.5
HOMO energy (eV): -8.130
HOMO-LUMO gap (eV): 8.010

Last column: natural (NBO) charge in e.
Geometry (Å):
N (-0.23326, -1.95695, 0.03887)  -0.641
N (0.36446, -0.62776, -0.03372)  -0.070
N (0.47336, -0.07763, 1.09275)  -0.328
C (0.35965, 1.26465, 0.91396)  -0.033
C (-0.01193, 1.43048, -0.31646)  0.205
F (-0.62514, 2.65860, -0.58524)  -0.322
C (-0.11293, 0.29573, -1.03412)  0.017
S (-0.69529, -0.25780, -2.57160)  -0.259
H (-1.21878, -1.85989, -0.22767)  0.370
H (0.18602, -2.52068, -0.78451)  0.386
H (1.21221, -0.46731, 1.79271)  0.418
H (0.30163, 2.11857, 1.71502)  0.258

Forces on the atoms, in the same order (eV/Å):
1.67 -0.53 -1.85
-2.07 -4.19 -6.49
2.94 2.34 7.51
0.30 1.13 5.02
-2.65 5.92 -2.13
1.08 -1.43 -0.65
-0.06 -4.27 -2.13
0.66 1.00 2.13
0.19 0.25 0.02
-0.78 1.37 1.75
-1.88 0.69 -1.69
0.60 -2.28 -1.48



No. 12
C3H4FNO as an isolated structure, computed with ωB97M-V with the def2-TZVPD basis set.

ΔE to the lowest compared entry with this formula, charge and spin (kJ/mol): 316.2
HOMO energy (eV): -9.385
HOMO-LUMO gap (eV): 10.282

Last column: natural (NBO) charge in e.
Geometry (Å):
C (-0.43276, -0.60609, -0.98031)  -0.371
C (-1.06884, -1.09118, 0.14473)  0.138
C (0.60610, -0.11386, -0.02870)  0.739
N (0.54694, 1.64051, 0.14239)  -0.870
O (0.00239, -0.82950, 1.00106)  -0.525
F (1.86202, -0.45568, -0.20932)  -0.310
H (-0.59901, -0.55368, -2.06235)  0.241
H (-1.70275, -1.69508, 0.79692)  0.236
H (-0.43549, 1.81087, 0.38374)  0.362
H (1.22141, 1.89368, 0.81184)  0.360

Forces on the atoms, in the same order (eV/Å):
-2.34 -0.65 0.37
2.42 -0.46 -0.57
-0.28 4.38 -0.49
-1.14 -4.92 -2.22
0.45 0.93 1.83
0.81 0.06 0.05
-0.06 0.16 0.82
-1.20 0.18 -1.54
0.78 0.06 0.37
0.55 0.25 1.37



Number 1: F_max 1.60 eV/A. Number 2: F_max 4.95 eV/A. Number 3: F_max 4.20 eV/A. Number 4: F_max 4.71 eV/A. Number 5: F_max 9.43 eV/A. Number 6: F_max 3.98 eV/A. Number 7: F_max 1.80 eV/A. Number 8: F_max 5.54 eV/A. Number 9: F_max 4.65 eV/A. Number 10: F_max 7.33 eV/A. Number 11: F_max 8.40 eV/A. Number 12: F_max 5.51 eV/A.